[1]
The following is a quantum chemistry calculation of a molecular structure, C5H10O2, from the Open Molecules 2025 dataset.

Last column: natural (NBO) charge in e.
Geometry (Å):
O -2.24 -0.13 0.47  -0.710
C -1.81 -0.40 -0.83  -0.044
C -0.38 0.29 -1.11  -0.476
C 0.44 0.03 0.12  -0.097
C 1.93 -0.28 0.21  -0.078
O 2.02 0.48 1.43  -0.529
C 0.71 1.03 1.24  -0.080
H -1.42 -0.63 0.99  0.433
H -2.46 0.00 -1.62  0.189
H -1.65 -1.48 -0.92  0.149
H -0.62 1.35 -1.27  0.219
H 0.07 -0.15 -2.02  0.218
H -0.24 -0.95 0.88  0.084
H 2.57 0.16 -0.58  0.177
H 2.19 -1.33 0.33  0.186
H 0.04 0.84 2.09  0.181
H 0.72 2.10 1.01  0.178

Values from the calculation:
E_LUMO (eV): 0.732
Frontier orbital gap (eV): 10.5577

[2]
The following is a quantum chemistry calculation of 2 unconnected molecules or ions with the total composition C5H10O2, from the Open Molecules 2025 dataset.

Last column: natural (NBO) charge in e.
Geometry (Å):
C 2.34 -1.43 -0.39  -0.365
C 1.05 -1.71 -0.54  -0.249
C 0.05 -0.66 -0.57  0.248
O -1.23 -1.09 -0.12  -0.697
C 0.28 0.62 -0.90  -0.277
C -0.56 1.78 -0.50  -0.669
H 2.65 -0.33 -0.20  0.203
H 3.15 -2.20 -0.22  0.213
H 0.57 -2.75 -0.68  0.227
H -1.73 -0.25 -0.20  0.485
H 1.28 0.87 -1.32  0.213
H -1.62 1.68 -1.00  0.196
H -0.78 1.71 0.58  0.246
H -0.27 2.65 -0.96  0.231
O -2.07 0.56 2.26  -0.948
H -1.52 -0.13 1.72  0.478
H -1.58 0.67 3.03  0.464

Values from the calculation:
SMILES: C=C/C(O)=C/C.O
E_LUMO (eV): 0.761
Frontier orbital gap (eV): 9.2625

[3]
The following is a quantum chemistry calculation of C5H10O2 in the gas phase, from the Open Molecules 2025 dataset.

Last column: natural (NBO) charge in e.
Geometry (Å):
C -2.45 -0.57 -0.27  -0.605
C -1.24 0.31 -0.60  -0.408
C 0.07 -0.27 -0.08  0.068
O 0.27 -1.52 -0.71  -0.718
C 1.22 0.67 -0.38  -0.099
C 3.07 1.13 0.94  0.085
O 2.39 0.20 0.32  -0.487
H -3.37 -0.12 -0.66  0.211
H -2.33 -1.56 -0.72  0.222
H -2.55 -0.69 0.81  0.202
H -1.16 0.46 -1.68  0.206
H -1.37 1.31 -0.15  0.206
H 0.00 -0.40 1.01  0.164
H 1.11 -1.87 -0.40  0.475
H 1.04 1.69 -0.04  0.210
H 1.45 0.65 -1.45  0.198
H 3.89 0.54 1.42  0.071

Values from the calculation:
E_LUMO (eV): 0.672
Frontier orbital gap (eV): 9.5049

[4]
The following is a quantum chemistry calculation of C5H10O2 in the gas phase, from the Open Molecules 2025 dataset.

Last column: natural (NBO) charge in e.
Geometry (Å):
O -0.19 -0.07 -2.95  -0.710
C -0.85 0.31 -1.76  -0.068
C 0.07 0.29 -0.56  0.066
C -0.60 0.71 0.74  -0.423
C 0.40 0.17 1.79  -0.433
C 0.98 -1.07 1.07  -0.072
O 0.52 -1.04 -0.29  -0.544
H 0.14 -0.96 -2.80  0.473
H -1.74 -0.32 -1.54  0.162
H -1.20 1.34 -1.90  0.181
H 0.95 0.93 -0.75  0.165
H -1.55 0.18 0.81  0.204
H -0.77 1.79 0.81  0.218
H -0.07 -0.08 2.75  0.218
H 1.19 0.92 1.97  0.206
H 0.66 -2.02 1.52  0.185
H 2.08 -1.07 1.09  0.173

Values from the calculation:
SMILES: OC[C@H]1CCCO1
E_LUMO (eV): 1.034
Frontier orbital gap (eV): 10.8835

[5]
The following is a quantum chemistry calculation of 2 unconnected molecules or ions with the total composition C5H10O2, from the Open Molecules 2025 dataset.

Last column: natural (NBO) charge in e.
Geometry (Å):
C 0.05 1.84 0.78  -0.361
C -0.69 0.74 0.80  -0.227
C -1.15 0.02 -0.44  0.071
O -1.35 0.96 -1.48  -0.705
C -0.10 -1.03 -0.86  -0.532
C 0.42 -1.84 0.30  0.447
O 1.59 -2.07 0.50  -0.513
H 0.39 2.31 1.70  0.204
H 0.33 2.30 -0.15  0.210
H -0.96 0.27 1.75  0.205
H -2.10 -0.50 -0.22  0.165
H -1.61 0.49 -2.28  0.470
H -0.53 -1.72 -1.61  0.225
H 0.75 -0.51 -1.32  0.240
H -0.35 -2.25 0.99  0.105
H 2.66 0.86 0.82  -0.022
H 2.66 0.12 0.73  0.018

Values from the calculation:
SMILES: C=C[C@@H](O)CC=O.[H][H]
E_LUMO (eV): 0.699
Frontier orbital gap (eV): 10.5538

[6]
The following is a quantum chemistry calculation of C5H10O2 in the gas phase, from the Open Molecules 2025 dataset.

Last column: natural (NBO) charge in e.
Geometry (Å):
C -0.50 -0.81 2.10  -0.276
O 0.65 -0.44 1.37  -0.564
C 0.23 0.27 -0.69  0.562
C -1.14 -0.18 -0.97  -0.749
C 1.26 0.22 -1.75  -0.752
C 0.53 0.88 0.63  0.284
O -0.41 1.70 0.93  -0.747
H -1.16 0.06 2.23  0.214
H -0.18 -1.17 3.08  0.187
H -1.05 -1.62 1.60  0.152
H -1.82 0.09 -0.16  0.276
H -1.12 -1.27 -1.14  0.262
H -1.49 0.26 -1.92  0.255
H 0.96 -0.32 -2.65  0.228
H 1.49 1.26 -2.01  0.284
H 2.18 -0.19 -1.32  0.272
H 1.58 1.24 0.67  0.114

Values from the calculation:
E_LUMO (spin up / spin down) (eV): -0.982 / -0.981
Frontier orbital gap (spin up / spin down) (eV): 7.3619 / 7.3641

[7]
The following is a quantum chemistry calculation of 2 unconnected molecules or ions with the total composition C5H10O2, from the Open Molecules 2025 dataset.

Last column: natural (NBO) charge in e.
Geometry (Å):
C -1.64 0.51 -1.94  -0.416
C -1.09 0.23 -0.76  -0.201
C 0.15 -0.55 -0.52  -0.401
C 0.38 -1.00 0.75  0.392
C 1.55 -0.75 1.64  -0.718
O -0.70 -1.65 1.34  -0.673
H -2.69 0.88 -1.80  0.191
H -1.30 0.61 -2.95  0.210
H -1.53 0.58 0.16  0.209
H 1.12 -0.56 -1.00  0.222
H 1.60 0.28 1.98  0.240
H 2.46 -0.78 1.06  0.248
H 1.78 -1.42 2.50  0.228
H -0.74 -1.39 2.27  0.470
O 0.94 2.53 -0.68  -0.953
H 0.31 2.65 -1.39  0.476
H 0.83 1.64 -0.32  0.475

Values from the calculation:
SMILES: C=C/C=C(/C)O.O
E_LUMO (eV): 0.619
Frontier orbital gap (eV): 8.7670

[8]
The following is a quantum chemistry calculation of C5H10O2 in the gas phase, from the Open Molecules 2025 dataset.

Last column: natural (NBO) charge in e.
Geometry (Å):
C 1.70 0.22 0.68  -0.615
C 0.24 -0.15 0.75  -0.288
C -0.06 -0.86 -0.55  0.098
O 0.25 -0.03 -1.67  -0.742
C -1.58 -0.59 -0.32  -0.446
C -1.11 0.62 0.56  0.121
O -1.04 1.85 -0.12  -0.714
H 2.08 -0.73 0.13  0.188
H 2.22 0.32 1.63  0.224
H 1.88 1.12 0.07  0.215
H 0.09 -0.85 1.58  0.208
H 0.68 -1.75 -0.60  0.166
H 1.21 0.03 -1.70  0.472
H -2.10 -1.35 0.26  0.219
H -2.19 -0.32 -1.20  0.227
H -1.66 0.80 1.48  0.181
H -0.60 1.67 -0.96  0.485

Values from the calculation:
SMILES: C[C@@H]1[C@H](O)C[C@@H]1O
E_LUMO (eV): 0.796
Frontier orbital gap (eV): 10.4628

[9]
The following is a quantum chemistry calculation of 2 unconnected molecules or ions with the total composition C5H10O2, from the Open Molecules 2025 dataset.

Last column: natural (NBO) charge in e.
Geometry (Å):
C 2.14 -0.02 -0.45  -0.642
C 1.15 -0.45 0.59  -0.273
C 0.16 -1.33 0.45  0.110
O -0.34 -1.83 -0.72  -0.699
H 2.26 1.06 -0.51  0.232
H 1.88 -0.38 -1.45  0.201
H 3.11 -0.46 -0.18  0.216
H 1.28 -0.02 1.58  0.204
H -0.38 -1.72 1.31  0.174
H -0.19 -1.19 -1.43  0.478
C -1.78 0.70 0.72  -0.719
C -1.24 1.01 -0.63  0.432
O -0.16 1.49 -0.88  -0.544
H -2.30 1.67 0.75  0.243
H -1.09 0.63 1.55  0.241
H -2.50 -0.13 0.71  0.238
H -2.03 0.93 -1.41  0.107

Values from the calculation:
SMILES: C/C=C\O.CC=O
E_LUMO (eV): 0.868
Frontier orbital gap (eV): 9.4350

[10]
The following is a quantum chemistry calculation of 2 unconnected molecules or ions with the total composition C5H10O2, from the Open Molecules 2025 dataset.

Last column: natural (NBO) charge in e.
Geometry (Å):
C -0.66 -1.66 1.87  -0.656
C 0.08 -1.27 0.60  -0.198
C -0.21 -0.22 -0.17  -0.195
C 0.46 0.06 -1.43  -0.263
C 0.07 1.06 -2.29  0.125
O 0.88 1.52 -3.45  -0.716
H -1.61 -2.16 1.61  0.221
H -0.04 -2.39 2.48  0.219
H -1.07 -0.76 2.43  0.211
H 0.45 -2.23 0.08  0.196
H -0.98 0.51 0.11  0.205
H 1.22 -0.65 -1.78  0.213
H -0.78 1.69 -2.10  0.166
H 0.56 1.08 -4.17  0.467
O 0.64 1.89 1.73  -0.949
H -0.06 2.34 2.16  0.471
H 1.06 1.20 2.31  0.483

Values from the calculation:
SMILES: C/C=C/C=C/O.O
E_LUMO (eV): 0.842
Frontier orbital gap (eV): 9.1100

[11]
The following is a quantum chemistry calculation of 2 unconnected molecules or ions with the total composition C5H10O2, from the Open Molecules 2025 dataset.

Last column: natural (NBO) charge in e.
Geometry (Å):
C 0.79 1.87 -0.11  -0.417
C -0.24 1.18 0.38  -0.165
C -1.47 0.82 -0.39  -0.441
C -1.73 -0.69 -0.39  -0.604
H 1.66 2.10 0.51  0.204
H 0.80 2.24 -1.13  0.189
H -0.20 0.83 1.41  0.201
H -1.38 1.18 -1.43  0.202
H -2.34 1.34 0.04  0.210
H -2.63 -0.94 -0.97  0.211
H -0.88 -1.23 -0.82  0.210
H -1.89 -1.06 0.63  0.200
O 2.13 -0.99 1.65  -0.588
C 2.16 -1.20 0.47  0.653
O 1.48 -2.18 -0.15  -0.680
H 2.75 -0.64 -0.27  0.123
H 0.98 -2.64 0.55  0.492

Values from the calculation:
SMILES: C=CCC.O=CO
E_LUMO (eV): 0.870
Frontier orbital gap (eV): 10.5625

[12]
The following is a quantum chemistry calculation of C5H10O2 in the gas phase, from the Open Molecules 2025 dataset.

Last column: natural (NBO) charge in e.
Geometry (Å):
C 0.03 -2.19 0.56  -0.729
C 0.33 -1.60 -0.79  0.602
O 0.81 -2.26 -1.68  -0.537
C 0.23 -0.10 -0.94  -0.554
C -0.18 0.74 0.25  0.094
C -0.71 2.11 -0.15  -0.627
O 1.13 0.91 0.94  -0.752
H 0.58 -1.66 1.34  0.243
H -1.03 -2.09 0.77  0.223
H 0.30 -3.24 0.57  0.238
H 1.31 0.31 -0.97  0.277
H -0.37 0.12 -1.82  0.238
H -0.89 0.24 0.92  0.173
H -1.63 2.00 -0.73  0.214
H -0.91 2.72 0.73  0.209
H 0.01 2.63 -0.77  0.219
H 0.99 1.37 1.77  0.469

Values from the calculation:
SMILES: CC(=O)C[C@H](C)O
E_LUMO (eV): 0.730
Frontier orbital gap (eV): 10.2509